1.
A molecular structure, C4H2CaO6 in a non-equilibrium geometry. Source: OMol25; level of theory: the ωB97M-V functional and the def2-TZVPD basis.

- Kohn-Sham gap (eV) = 9.604
- total charge = +2
- spin multiplicity = 1
- E_LUMO (eV) = -9.76
- HOMO (eV) = -19.36
- calculated total energy (a.u.) = -1281.973354

Last column: Mulliken charge in e.
Positions of all 13 atoms, in Å:
O (0.616777, -1.767905, 1.381957)  -0.78
C (0.012429, -1.287735, 0.408967)  1.26
O (-0.909902, -1.874889, -0.189611)  -0.81
O (0.427749, -0.035771, 0.000123)  -0.25
Ca (-0.665982, -3.583500, 1.271727)  1.55
H (-1.490873, 0.431470, -0.595556)  0.45
O (-1.049959, 3.419314, -1.936194)  -0.27
O (0.374784, 2.958026, -0.364069)  -0.11
O (-0.028599, 1.452014, -1.938035)  -0.34
C (-0.469347, 0.832328, -0.489121)  0.20
C (-0.425760, 2.167421, 0.232083)  0.02
C (-0.070242, 2.728552, -1.799688)  0.71
H (-0.682888, 2.301494, 1.289264)  0.38

Forces on atoms 1 to 3 (eV/Å):
0.296 0.064 0.152
-0.040 -0.385 -0.015
-0.450 0.146 -0.223

2.
C4H2ClFOS in the gas phase in a non-equilibrium geometry. Source: OMol25; level of theory: the ωB97M-V functional and the def2-TZVPD basis.

- Kohn-Sham gap (eV) = 7.680
- ΔE to the lowest compared entry with this formula, charge and spin (kJ/mol) = 56.2
- total charge = 0
- spin multiplicity = 1
- E_LUMO (eV) = -1.98
- HOMO (eV) = -9.66
- calculated total energy (a.u.) = -1187.043141
- SMILES = O=CC(=S)/C(F)=C/Cl

Last column: Mulliken charge in e.
Positions of all 10 atoms, in Å:
O (1.854676, 0.160286, -1.075236)  -0.47
C (0.988813, -0.687532, -1.264086)  -0.01
C (-0.365147, -0.663460, -0.578265)  0.13
S (-1.441046, -1.777674, -1.077822)  -0.17
C (-0.755890, 0.155199, 0.590628)  0.44
F (-1.849317, -0.279219, 1.208448)  -0.22
C (0.009780, 1.119180, 1.085425)  -0.28
Cl (-0.390902, 2.004797, 2.502335)  -0.14
H (1.109154, -1.539514, -1.943967)  0.35
H (0.839877, 1.507938, 0.552541)  0.38

Forces on atoms 1 to 3 (eV/Å):
-1.358 -1.495 -0.429
1.064 2.104 0.932
-0.977 -0.767 0.213

3.
C4H2ClNOS in the gas phase in a non-equilibrium geometry. Source: OMol25; level of theory: the ωB97M-V functional and the def2-TZVPD basis.

- Kohn-Sham gap (eV) = 7.858
- ΔE to the lowest compared entry with this formula, charge and spin (kJ/mol) = 321.8
- total charge = 0
- spin multiplicity = 1
- E_LUMO (eV) = -1.20
- HOMO (eV) = -9.06
- calculated total energy (a.u.) = -1141.876858
- SMILES = S=c1nccc(Cl)o1

Last column: Mulliken charge in e.
Positions of all 10 atoms, in Å:
S (2.692366, -1.806426, 0.082782)  -0.28
C (1.459760, -0.711656, -0.177465)  0.24
N (1.435547, 0.632130, -0.509742)  -0.41
C (0.227615, 1.202138, -0.174729)  0.16
C (-1.074074, 0.692029, 0.347132)  -0.40
C (-0.931741, -0.751273, 0.126048)  0.47
Cl (-2.398160, -1.770835, -0.166556)  -0.15
O (0.189649, -1.354685, -0.219279)  -0.21
H (0.363050, 2.370693, 0.186589)  0.26
H (-1.964016, 1.497885, 0.505222)  0.31

Forces on atoms 1 to 3 (eV/Å):
-1.160 1.833 -0.223
1.225 -0.705 -1.051
-3.076 -0.574 1.871

4.
C4H2ClNOS in the gas phase in a non-equilibrium geometry. Source: OMol25; level of theory: the ωB97M-V functional and the def2-TZVPD basis.

- Kohn-Sham gap (eV) = 7.973
- ΔE to the lowest compared entry with this formula, charge and spin (kJ/mol) = 0.0
- total charge = 0
- spin multiplicity = 1
- E_LUMO (eV) = -1.53
- HOMO (eV) = -9.51
- calculated total energy (a.u.) = -1141.999409
- SMILES = O=C1NC(=S)C=C1Cl

Last column: Mulliken charge in e.
Positions of all 10 atoms, in Å:
O (-0.834981, -2.289640, -0.467451)  -0.51
C (-0.393303, -1.200442, -0.265593)  0.29
N (0.853018, -0.783082, 0.143802)  -0.03
C (1.018489, 0.559191, 0.398793)  0.13
S (2.392497, 1.306053, 0.845807)  -0.27
C (-0.318874, 1.142673, 0.140848)  -0.38
C (-1.118390, 0.176598, -0.337466)  0.28
Cl (-2.722845, 0.306571, -0.936886)  -0.15
H (1.637075, -1.450520, 0.293163)  0.23
H (-0.512684, 2.232599, 0.184983)  0.40

Forces on atoms 1 to 3 (eV/Å):
0.380 -0.074 -0.057
-0.964 2.097 0.091
2.465 -2.021 0.474

5.
C4H2ClNS2 in the gas phase in a non-equilibrium geometry. Source: OMol25; level of theory: the ωB97M-V functional and the def2-TZVPD basis.

- Kohn-Sham gap (eV) = 7.244
- ΔE to the lowest compared entry with this formula, charge and spin (kJ/mol) = 0.0
- total charge = 0
- spin multiplicity = 1
- E_LUMO (eV) = -1.42
- HOMO (eV) = -8.67
- calculated total energy (a.u.) = -1464.899668
- SMILES = S=C1SN=C/C1=C/Cl

Last column: Mulliken charge in e.
Positions of all 10 atoms, in Å:
S (1.107501, 0.139933, 1.631594)  -0.28
C (0.161058, -0.550764, 0.487761)  0.35
S (-0.274839, -2.233027, 0.332583)  0.04
N (-1.234295, -2.070697, -1.039668)  -0.47
C (-1.334576, -0.818458, -1.360301)  -0.32
C (-0.498251, 0.160579, -0.606753)  0.42
C (-0.339483, 1.439269, -0.987626)  -0.33
Cl (0.598813, 2.660850, -0.310813)  -0.08
H (-1.961038, -0.492383, -2.181200)  0.38
H (-0.833825, 1.858566, -1.882612)  0.30

Forces on atoms 1 to 3 (eV/Å):
-0.121 -0.661 0.007
0.266 0.533 0.357
0.477 0.003 0.241

6.
2 unconnected molecules or ions with the total composition C4H2ClO2 in a non-equilibrium geometry. Source: OMol25; level of theory: the ωB97M-V functional and the def2-TZVPD basis.

- Kohn-Sham gap (eV) = 8.111
- ΔE to the lowest compared entry with this formula, charge and spin (kJ/mol) = 158.9
- total charge = -1
- spin multiplicity = 1
- E_LUMO (eV) = 3.65
- HOMO (eV) = -4.46
- calculated total energy (a.u.) = -764.272976

Last column: Mulliken charge in e.
Positions of all 9 atoms, in Å:
C (-0.015848, -0.743406, 0.263634)  -0.24
C (-1.392538, -0.616591, -0.210894)  0.53
C (1.282677, -0.911955, 0.102453)  0.64
C (-0.820287, 0.644001, 0.107036)  -0.52
O (-2.303450, -1.352926, -0.592182)  -0.59
O (2.336888, -1.381817, 0.113250)  -0.36
Cl (2.292174, 1.808895, -0.313553)  -0.85
H (-0.437747, 1.390111, -0.622031)  0.25
H (-0.941873, 1.163691, 1.152288)  0.14

Forces on atoms 1 to 3 (eV/Å):
-0.753 2.126 -0.668
-0.724 -3.334 -0.562
-0.491 -0.990 0.155

7.
A gas-phase ion, C4H2ClOS (charge -1) in a non-equilibrium geometry. Source: OMol25; level of theory: the ωB97M-V functional and the def2-TZVPD basis.

- Kohn-Sham gap (eV) = 6.598
- ΔE to the lowest compared entry with this formula, charge and spin (kJ/mol) = 35.9
- total charge = -1
- spin multiplicity = 1
- E_LUMO (eV) = 3.02
- HOMO (eV) = -3.58
- calculated total energy (a.u.) = -1087.138745

Last column: Mulliken charge in e.
Positions of all 9 atoms, in Å:
C (0.461162, 1.472080, 0.018409)  -0.88
C (-0.604427, -1.209350, -0.000021)  0.32
C (-1.586528, -0.343464, -0.005956)  -0.26
C (1.016870, 0.368211, 0.016799)  0.44
O (0.733201, -0.939473, 0.021513)  -0.29
S (-3.032645, 0.309983, -0.008171)  -0.41
Cl (3.167408, 0.106573, -0.015680)  -0.57
H (0.637944, 2.514706, 0.011060)  0.31
H (-0.792988, -2.279264, -0.037949)  0.35

Forces on atoms 1 to 3 (eV/Å):
-1.113 -0.112 0.018
0.349 -0.331 -0.059
-0.361 0.669 0.027

8.
A molecular structure, C4H2CsFMgO4 in a non-equilibrium geometry. Source: OMol25; level of theory: the ωB97M-V functional and the def2-TZVPD basis.

- Kohn-Sham gap (alpha / beta) (eV) = 3.716 / 3.715
- total charge = +2
- spin multiplicity = 1
- E_LUMO (alpha / beta) (eV) = -10.19 / -10.19
- HOMO (alpha / beta) (eV) = -13.91 / -13.91
- calculated total energy (a.u.) = -773.997006

Last column: Mulliken charge in e.
Positions of all 13 atoms, in Å:
O (-1.039205, -0.749994, -0.093069)  -0.48
C (1.904913, -0.804662, 3.039926)  0.66
O (1.314428, 0.082778, 3.516219)  -0.34
O (-0.108712, -0.759393, -2.033453)  -0.52
C (-0.764944, -1.429596, -1.155067)  1.28
C (0.074939, 0.632566, -1.572098)  -0.19
O (2.673496, -1.283854, 2.309011)  -0.31
C (-0.824503, 0.771038, -0.371282)  -0.10
Mg (-1.569110, -3.379019, -1.644634)  0.78
H (-0.184205, 1.300348, -2.399416)  0.28
H (1.134920, 0.730538, -1.311446)  0.26
F (-2.108332, 1.096527, -0.882335)  -0.29
Cs (-0.503688, 3.792723, 2.597644)  0.98

Forces on atoms 1 to 3 (eV/Å):
-0.435 -1.274 -0.441
1.495 3.072 -1.848
-0.930 -1.262 1.070

9.
A molecular structure, C4H2EuO2 in a non-equilibrium geometry. Source: OMol25; level of theory: the ωB97M-V functional and the def2-TZVPD basis.

- Kohn-Sham gap (alpha / beta) (eV) = 5.943 / 6.097
- ΔE to the lowest compared entry with this formula, charge and spin (kJ/mol) = 361.6
- total charge = 0
- spin multiplicity = 8
- E_LUMO (alpha / beta) (eV) = -1.16 / -1.10
- HOMO (alpha / beta) (eV) = -7.10 / -7.20
- calculated total energy (a.u.) = -1014.086932

Last column: Mulliken charge in e.
Positions of all 9 atoms, in Å:
O (0.197269, -0.693715, 1.682595)  -0.62
H (0.022488, -0.152338, 2.457154)  0.34
C (1.504352, 0.623410, 0.690675)  -0.36
C (0.333878, 1.119766, 0.410566)  -0.40
C (-0.750563, 0.242044, 0.294640)  0.17
C (-1.040397, -0.314951, -0.916411)  -0.02
O (-0.183439, -0.271736, -1.932142)  -0.73
Eu (1.812441, 0.444253, -1.675986)  1.25
H (-1.896029, -0.996735, -1.011091)  0.37

Forces on atoms 1 to 3 (eV/Å):
-1.989 -1.661 -0.640
-0.256 0.212 0.119
-1.050 1.999 0.577

10.
A molecular structure, C4H2EuO5 in a non-equilibrium geometry. Source: OMol25; level of theory: the ωB97M-V functional and the def2-TZVPD basis.

- Kohn-Sham gap (alpha / beta) (eV) = 6.880 / 7.093
- ΔE to the lowest compared entry with this formula, charge and spin (kJ/mol) = 150.1
- total charge = +2
- spin multiplicity = 8
- E_LUMO (alpha / beta) (eV) = -9.38 / -9.16
- HOMO (alpha / beta) (eV) = -16.26 / -16.26
- calculated total energy (a.u.) = -1239.442140

Last column: Mulliken charge in e.
Positions of all 12 atoms, in Å:
C (-3.715953, -0.070720, 0.967996)  0.70
O (-4.741241, 0.190057, 0.517356)  -0.20
O (-2.679416, -0.335414, 1.431355)  -0.48
O (0.844545, -0.300743, 1.694015)  -0.51
C (1.373938, 0.153394, 0.702265)  0.28
O (0.842044, -0.039555, -0.488663)  -0.39
Eu (-0.891502, -1.887595, 2.790790)  1.88
H (2.308065, 0.737387, 0.722721)  0.43
O (2.720214, -0.839224, -2.472897)  -0.25
C (1.845725, -0.207565, -2.015991)  0.79
C (1.415658, 1.028014, -1.627202)  -0.51
H (0.677924, 1.571965, -2.221745)  0.26

Forces on atoms 1 to 3 (eV/Å):
-2.490 0.711 -1.058
1.165 -0.263 0.457
1.610 -0.860 0.931

11.
C4H2F2O in the gas phase in a non-equilibrium geometry. Source: OMol25; level of theory: the ωB97M-V functional and the def2-TZVPD basis.

- Kohn-Sham gap (eV) = 9.867
- ΔE to the lowest compared entry with this formula, charge and spin (kJ/mol) = 464.8
- total charge = 0
- spin multiplicity = 1
- E_LUMO (eV) = -0.64
- HOMO (eV) = -10.51
- calculated total energy (a.u.) = -428.376822

Last column: Mulliken charge in e.
Positions of all 9 atoms, in Å:
C (0.302342, -2.397510, 0.254340)  -0.45
C (-0.140587, -1.233040, 0.021129)  0.17
C (-0.606497, 0.143855, -0.399751)  -0.25
C (0.822345, 0.266808, -0.073981)  0.66
O (-1.487836, 0.866227, 0.393991)  -0.46
F (1.205084, 0.701178, 1.074754)  -0.18
F (1.763982, 0.370373, -0.999729)  -0.20
H (-0.852170, 0.239733, -1.412552)  0.39
H (-1.006659, 1.042379, 1.141801)  0.32

Forces on atoms 1 to 3 (eV/Å):
0.148 0.420 0.033
0.663 1.672 -0.449
0.552 -0.027 1.481

12.
A gas-phase ion, C4H2F2O6 (charge -2) in a non-equilibrium geometry. Source: OMol25; level of theory: the ωB97M-V functional and the def2-TZVPD basis.

- Kohn-Sham gap (eV) = 7.951
- ΔE to the lowest compared entry with this formula, charge and spin (kJ/mol) = 0.0
- total charge = -2
- spin multiplicity = 1
- E_LUMO (eV) = 6.66
- HOMO (eV) = -1.29
- calculated total energy (a.u.) = -804.860872
- SMILES = O=C([O-])C(O)(O)C(F)(F)C(=O)[O-]

Last column: Mulliken charge in e.
Positions of all 14 atoms, in Å:
O (-0.586810, 0.469600, 2.660348)  -0.80
C (-0.347509, 0.839524, 1.474854)  0.39
O (0.053520, 1.998917, 1.191534)  -0.74
C (-0.581052, -0.271586, 0.354056)  0.70
O (-1.086932, -1.440005, 1.061397)  -0.71
O (-1.642032, -0.133826, -0.567985)  -0.67
C (0.764971, -0.541817, -0.449791)  0.66
F (1.829386, -0.659442, 0.407258)  -0.34
F (0.685073, -1.795174, -1.018508)  -0.34
C (1.015214, 0.559162, -1.595993)  0.55
O (2.204077, 0.917831, -1.837823)  -0.75
O (0.003424, 0.888518, -2.332148)  -0.80
H (-1.033493, -1.158233, 1.995825)  0.37
H (-1.277838, 0.326530, -1.343026)  0.49

Forces on atoms 1 to 3 (eV/Å):
-0.214 -0.794 -0.291
0.243 1.894 0.631
-0.391 -1.407 -0.832

- What is the spin multiplicity in the eleventh record?
  1

- Among the records above, which one has the highest calculated total energy?
  C4H2F2O

- Which of these has the highest calculated total energy?
  C4H2F2O